11
Properties=species:S:1:pos:R:3:mulliken_charge:R:1 method="wB97M-V/def2-TZVPD" smiles="O[C@@]12C=C1C=CO2" relative_energy_kcal_mol=88.90 homo_ev=-9.076 total_energy_ev=-9340.32708
O 1.385 -0.322 -1.433 -0.54
C 0.858 -0.204 -0.151 0.46
C 1.147 0.823 0.801 -0.31
C -0.062 0.885 0.251 0.19
C -1.386 0.336 0.112 -0.67
C -1.168 -1.004 0.138 -0.21
O 0.125 -1.403 0.126 -0.37
H 1.498 0.597 -1.716 0.34
H 1.841 1.257 1.507 0.34
H -2.341 0.837 0.133 0.37
H -1.897 -1.802 0.233 0.40

---

22
Properties=species:S:1:pos:R:3:mulliken_charge:R:1 method="wB97M-V/def2-TZVPD" relative_energy_kcal_mol=86.91 homo_ev=-7.328 total_energy_ev=-14499.73697
C -0.081 0.581 -1.027 0.03
C 0.687 -0.033 -2.189 -1.47
C -1.474 0.397 0.937 0.37
N -2.592 -0.392 0.685 -0.44
O 0.461 1.858 -0.788 -0.56
O -1.511 1.610 1.110 -0.70
H -0.141 2.309 -0.174 0.40
H -1.126 0.649 -1.352 0.39
H -2.393 -1.333 0.367 0.26
H -3.341 0.128 0.251 0.28
H 1.762 0.022 -2.021 0.33
H 0.460 0.501 -3.115 0.41
H 0.418 -1.080 -2.328 0.34
C 2.034 -0.285 0.659 -1.39
C 0.650 -0.816 0.425 0.96
N -0.487 -0.405 1.713 -0.29
O 0.374 -1.961 0.127 -0.69
H -0.679 -1.355 2.041 0.32
H -0.160 0.106 2.527 0.35
H 2.372 -0.591 1.654 0.41
H 2.713 -0.711 -0.075 0.32
H 2.052 0.801 0.571 0.36

---

47
Properties=species:S:1:pos:R:3:mulliken_charge:R:1 method="wB97M-V/def2-TZVPD" relative_energy_kcal_mol=8.59 homo_ev=-8.372 total_energy_ev=-29941.32769
Ba 0.061 -0.342 0.057 1.44
C 3.106 -3.998 0.489 -1.13
C 2.138 -2.827 0.525 0.93
O 1.101 -2.915 -0.200 -0.83
O 2.486 -1.723 1.018 -0.76
H 3.342 -4.231 -0.547 0.29
H 2.600 -4.877 0.896 0.31
H 3.997 -3.791 1.076 0.30
C -4.303 -1.313 -1.380 -1.18
C -2.928 -0.785 -1.026 0.96
O -1.942 -1.168 -1.714 -0.77
O -2.756 0.043 -0.086 -0.71
H -4.405 -2.378 -1.201 0.31
H -4.428 -1.128 -2.451 0.32
H -5.061 -0.693 -0.901 0.31
C -1.673 -1.337 2.860 -0.92
O -0.456 -0.650 2.744 -0.31
C -0.478 0.631 3.386 -0.60
C 0.806 1.386 3.219 -0.62
O 0.905 1.720 1.839 0.06
C 2.040 2.489 1.523 -0.87
H -2.530 -0.761 2.491 0.40
H -1.906 -1.648 3.887 0.34
H -1.695 -2.264 2.286 0.32
H -0.652 0.389 4.440 0.42
H -1.290 1.240 2.975 0.28
H 1.706 0.877 3.574 0.41
H 0.721 2.286 3.844 0.34
H 2.210 2.442 0.445 0.17
H 2.959 2.110 1.981 0.36
H 1.941 3.544 1.797 0.29
C -1.236 2.857 -0.750 -0.80
O -0.456 1.866 -1.337 0.09
C -0.281 2.048 -2.744 -0.76
C 0.461 0.855 -3.361 -0.58
O 1.160 0.111 -2.391 -0.15
C 2.086 -0.846 -2.837 -0.83
H -1.154 2.841 0.342 0.11
H -2.313 2.768 -0.920 0.28
H -0.946 3.899 -0.953 0.40
H 0.279 2.985 -2.828 0.45
H -1.249 2.165 -3.236 0.31
H 1.205 1.351 -4.002 0.36
H -0.205 0.262 -3.987 0.40
H 2.581 -1.348 -2.004 0.20
H 2.855 -0.449 -3.506 0.33
H 1.596 -1.694 -3.333 0.32

---

23
Properties=species:S:1:pos:R:3:mulliken_charge:R:1 method="wB97M-V/def2-TZVPD" smiles="O=S(=O)=O.CCN(C)CC" relative_energy_kcal_mol=53.30 homo_ev=-8.807 total_energy_ev=-23860.81223
O -2.781 -1.623 -0.395 -0.40
S -2.830 -0.286 -0.840 1.14
O -2.998 -0.030 -2.221 -0.39
O -3.131 0.814 0.041 -0.40
C -0.138 1.886 -1.291 -1.05
C 0.475 1.387 -0.004 -0.54
N 0.484 -0.070 0.136 0.20
C 1.252 -0.748 -0.851 -1.14
C 0.880 -0.391 1.488 -0.36
C 0.490 -1.846 1.809 -1.48
H -0.163 3.023 -1.158 0.37
H 0.488 1.860 -2.247 0.35
H -1.287 1.739 -1.436 0.16
H -0.016 1.671 0.861 0.38
H 1.570 1.770 0.109 0.29
H 1.154 -1.857 -0.793 0.26
H 0.908 -0.347 -1.782 0.35
H 2.260 -0.436 -0.706 0.42
H 1.989 -0.140 1.550 0.31
H 0.289 0.309 2.015 0.35
H 0.754 -2.237 2.781 0.42
H -0.568 -1.946 1.709 0.28
H 0.918 -2.501 1.226 0.50

---

77
Properties=species:S:1:pos:R:3:mulliken_charge:R:1 method="wB97M-V/def2-TZVPD" relative_energy_kcal_mol=0.00 homo_ev=-9.918 total_energy_ev=-50050.40417
O 0.933 0.110 0.270 -0.42
H 1.290 0.997 0.403 0.25
H 1.168 -0.062 -0.655 0.31
O 1.693 -1.901 2.191 -0.61
H 2.005 -1.462 3.051 0.33
H 1.530 -1.098 1.657 0.33
O 1.895 -3.042 -0.775 -0.54
H 1.478 -3.337 0.042 0.22
H 2.780 -2.980 -0.437 0.30
O -0.032 -3.871 2.059 -0.61
H 0.599 -3.347 2.492 0.37
H -0.290 -4.665 2.550 0.25
O 0.898 0.554 -5.063 -0.57
H 0.740 0.077 -5.842 0.26
H 1.369 0.011 -4.449 0.36
O 1.487 -0.685 -2.319 -0.88
H 1.713 -1.638 -2.157 0.32
H 0.577 -0.753 -2.673 0.28
O -2.504 -2.887 1.174 -0.73
H -2.701 -1.950 1.436 0.33
H -1.665 -3.137 1.592 0.39
O 1.061 3.269 -2.932 -0.64
H 0.996 2.856 -3.775 0.29
H 1.010 4.264 -3.053 0.29
O -0.321 3.820 1.839 -0.80
H -0.493 3.491 0.946 0.33
H 0.471 4.438 1.861 0.30
C -3.983 -0.983 -3.448 -0.20
C -3.811 -0.976 -4.967 -0.61
O -2.967 -2.070 -5.430 -0.58
O -2.939 -0.512 -2.702 -0.30
H -4.146 -2.014 -3.149 0.25
H -4.821 -0.334 -3.206 0.35
H -3.398 -0.077 -5.423 0.28
H -4.730 -1.086 -5.533 0.41
H -3.401 -2.896 -5.289 0.29
H -2.345 -1.262 -2.477 0.01
C -0.939 -3.471 -1.840 0.48
C -0.441 -3.585 -3.242 -0.88
O -0.407 -2.359 -3.913 -0.38
O -2.332 -3.257 -1.807 -0.50
H -0.430 -2.626 -1.370 -0.26
H -0.768 -4.405 -1.260 0.42
H -1.152 -4.276 -3.709 0.34
H 0.565 -3.987 -3.245 0.33
H -1.224 -2.200 -4.415 0.27
H -2.470 -3.098 -0.895 0.39
C 1.160 0.290 5.328 -0.76
C 0.127 0.787 4.385 -0.10
O 0.717 1.937 3.776 -0.45
O 2.311 -0.147 4.661 -0.57
H 0.700 -0.593 5.828 0.38
H 1.388 1.057 6.048 0.33
H -0.743 1.167 4.944 0.34
H -0.109 0.096 3.621 0.17
H 0.125 2.469 3.187 0.25
H 2.758 0.655 4.394 0.43
C 4.441 3.288 3.847 -0.59
C 3.595 3.598 2.556 -0.18
O 2.409 4.121 2.993 -0.53
O 3.672 2.370 4.751 -0.54
H 4.579 4.284 4.309 0.26
H 5.352 2.847 3.595 0.46
H 3.517 2.650 1.981 0.06
H 4.114 4.375 1.973 0.43
H 1.870 3.399 3.438 0.40
H 2.856 2.935 4.930 0.30
C -1.531 1.826 -0.922 0.12
C -2.335 1.676 0.329 -0.96
O -1.775 0.890 1.411 -0.45
O -0.253 2.544 -0.802 -0.44
H -2.232 2.293 -1.601 0.43
H -1.406 0.803 -1.324 -0.11
H -3.263 1.165 0.009 0.31
H -2.659 2.594 0.767 0.54
H -1.065 0.249 1.112 0.28
H 0.130 2.777 -1.636 0.38

---

13
Properties=species:S:1:pos:R:3:mulliken_charge:R:1 method="wB97M-V/def2-TZVPD" charge=+1 relative_energy_kcal_mol=164.79 homo_ev="-15.599 / -15.601" total_energy_ev=-9249.62638
C -0.754 0.502 -0.410 -0.79
C 0.063 -0.161 0.594 0.27
N 2.354 -0.713 0.032 0.22
N 1.280 -0.343 0.584 0.08
O 2.346 -1.686 -0.824 -0.35
O 1.705 1.863 0.263 -0.67
H -1.803 0.475 -0.092 0.33
H -0.227 1.404 -0.750 0.17
H -0.572 -0.079 -1.493 0.32
H 2.629 2.113 0.357 0.33
H -0.505 -0.536 1.453 0.36
H 3.246 -0.398 0.544 0.36
H 1.314 2.273 -0.653 0.36

---

22
Properties=species:S:1:pos:R:3:mulliken_charge:R:1 method="wB97M-V/def2-TZVPD" smiles="C=CC[C@H](C)NCN" relative_energy_kcal_mol=81.82 homo_ev=-8.484 total_energy_ev=-9425.93620
C 2.756 1.445 -1.201 -1.18
C 1.462 1.239 -0.838 0.05
C 0.832 -0.110 -0.832 -0.73
C 0.543 -0.639 0.503 0.31
C 0.306 -2.210 0.241 -1.45
N -0.692 0.031 1.209 -0.30
C -1.759 0.726 0.515 -0.44
N -2.960 -0.179 0.303 -0.51
H 3.396 0.701 -1.344 0.32
H 3.296 2.230 -1.558 0.33
H 0.861 2.092 -0.700 0.32
H 1.750 -0.669 -1.345 0.30
H -0.056 -0.062 -1.493 0.35
H 1.466 -0.508 1.146 0.33
H -0.375 -2.336 -0.543 0.34
H 1.152 -2.759 -0.002 0.48
H -0.302 -2.502 1.228 0.31
H -0.418 0.410 2.109 0.28
H -2.143 1.571 1.130 0.35
H -1.542 1.281 -0.471 0.20
H -2.848 -1.005 -0.128 0.17
H -3.512 -0.113 1.061 0.18

---

9
Properties=species:S:1:pos:R:3:mulliken_charge:R:1 method="wB97M-V/def2-TZVPD" s2=2.010 spin_multiplicity=3 relative_energy_kcal_mol=21.03 homo_ev="-7.970 / -10.009" total_energy_ev=-18538.16526
C -0.467 0.684 -0.414 0.56
C 0.354 -0.359 0.312 -0.51
N -1.118 -0.186 -2.023 0.03
O -0.598 1.877 -0.369 -0.38
O -0.728 -1.251 -2.276 -0.30
S 1.335 0.245 1.778 -0.20
H 1.184 -0.832 -0.325 0.30
H -0.451 -1.204 0.695 0.34
H 0.488 1.025 2.621 0.15

---

18
Properties=species:S:1:pos:R:3:mulliken_charge:R:1 method="wB97M-V/def2-TZVPD" charge=+1 relative_energy_kcal_mol=0.00 homo_ev=-15.549 total_energy_ev=-48853.54739
N 1.603 0.448 0.630 -0.31
S 1.528 -1.162 0.676 0.52
O -0.130 -1.530 0.648 -0.36
O 1.740 -1.724 -0.729 -0.51
S 1.102 1.245 -0.661 1.02
O 0.075 0.506 -1.458 -0.55
O 2.172 1.865 -1.423 -0.52
C 0.146 2.655 0.096 0.71
F -0.875 2.195 0.788 -0.20
F 0.949 3.342 0.883 -0.18
F -0.288 3.425 -0.884 -0.18
In -0.164 -1.466 -1.445 1.54
O -1.329 -2.605 -2.190 -0.62
H -1.946 -2.457 -2.905 0.34
C -0.986 -1.220 1.783 -0.57
H -0.412 -0.587 2.472 0.32
H -1.916 -0.791 1.401 0.28
H -1.269 -2.138 2.318 0.26

---

3
Properties=species:S:1:pos:R:3:mulliken_charge:R:1 method="wB97M-V/def2-TZVPD" charge=+3 relative_energy_kcal_mol=5.93 homo_ev=-25.963 total_energy_ev=-166838.53884
Zn 13.353 -9.379 15.649 1.32
Zn 12.096 -13.514 17.912 1.33
Br 12.529 -11.200 17.116 0.35

---

71
Properties=species:S:1:pos:R:3:mulliken_charge:R:1 method="wB97M-V/def2-TZVPD" s2=6.041 spin_multiplicity=5 charge=-1 homo_ev="-4.397 / -4.511" total_energy_ev=-371294.73020
Mn 0.164 -0.102 -0.732 0.67
Br 1.122 -3.087 5.394 -0.22
C 1.433 -2.187 3.764 0.21
C 2.728 -1.870 3.381 0.24
Br 4.185 -2.318 4.489 -0.21
C 2.957 -1.229 2.166 -0.05
Br 4.703 -0.845 1.564 -0.18
C 1.912 -0.899 1.308 0.27
O 2.050 -0.371 0.138 -0.82
C 0.568 -1.192 1.728 0.45
O -0.363 -0.861 0.890 -0.58
C 0.364 -1.844 2.940 0.17
Br -1.414 -2.294 3.386 -0.18
O -2.060 0.191 -1.277 -0.71
C -1.930 1.416 -1.125 -0.23
N -2.845 2.354 -1.476 0.07
C -2.265 3.675 -1.375 4.09
C -0.887 3.308 -0.718 -1.79
O -0.063 4.148 -0.420 -0.71
N -0.822 1.978 -0.598 0.88
C -3.012 4.601 -0.459 -0.84
C -4.085 4.151 0.297 -0.54
C -4.737 5.005 1.166 -0.80
C -4.328 6.321 1.285 -0.40
C -3.258 6.775 0.534 -0.90
C -2.595 5.922 -0.329 -0.18
C -2.062 4.258 -2.761 -0.21
C -0.839 4.164 -3.414 -0.37
C -0.697 4.652 -4.703 -1.16
C -1.772 5.237 -5.349 -0.39
C -2.994 5.330 -4.703 -0.88
C -3.140 4.837 -3.419 -0.18
H -3.692 2.148 -1.979 0.32
H -4.401 3.123 0.207 0.40
H -5.565 4.636 1.754 0.44
H -4.834 6.986 1.971 0.40
H -2.941 7.805 0.623 0.41
H -1.742 6.270 -0.894 0.50
H 0.006 3.724 -2.906 0.73
H 0.257 4.572 -5.205 0.43
H -1.659 5.629 -6.350 0.39
H -3.838 5.785 -5.200 0.40
H -4.092 4.907 -2.911 0.43
I -1.055 -6.204 -0.498 0.06
C 0.170 -4.592 -1.102 -0.36
C 1.447 -4.844 -1.584 -0.07
C 2.188 -3.754 -2.031 -0.94
C 1.613 -2.499 -2.016 -0.16
N 0.374 -2.267 -1.555 0.17
C -0.332 -3.305 -1.097 -0.25
H 1.847 -5.845 -1.628 0.40
H 3.192 -3.899 -2.404 0.41
H 2.143 -1.629 -2.379 0.38
H -1.320 -3.076 -0.721 0.51
C 0.196 0.547 -3.593 -0.74
O 0.731 0.498 -2.331 -0.30
H 0.998 0.692 -4.337 0.24
H -0.526 1.378 -3.708 0.15
H -0.332 -0.394 -3.830 0.28
N 0.428 5.307 2.046 -0.60
C -0.141 4.074 2.238 0.26
C 0.610 2.882 2.188 -0.22
N 0.066 1.708 2.410 -0.20
C -1.236 1.681 2.700 -0.18
C -1.968 2.848 2.789 -0.43
N -1.432 4.042 2.566 -0.43
H 1.200 5.302 1.395 0.30
H -0.270 6.009 1.836 0.32
H 1.664 2.888 1.947 0.35
H -1.682 0.709 2.848 0.28
H -3.018 2.852 3.053 0.43

---

87
Properties=species:S:1:pos:R:3:mulliken_charge:R:1 method="wB97M-V/def2-TZVPD" smiles="NCCCCCP(Cl)CC(=O)O.CO.CO.CO.CO.CO.CO.CO.CO.CO.CO" homo_ev=-8.726 total_energy_ev=-66388.83487
N 2.667 0.465 1.647 -0.64
C 3.344 0.822 0.390 -0.93
C 2.340 1.355 -0.656 0.70
C 2.188 2.885 -0.676 -0.93
C 0.736 3.353 -0.835 -1.13
C -0.092 3.081 0.436 0.06
P -1.908 3.369 0.329 0.02
Cl -2.144 4.517 -1.378 -0.31
C -2.748 1.776 -0.140 -1.00
C -1.912 0.634 -0.682 0.76
O -0.918 0.759 -1.355 -0.51
O -2.357 -0.600 -0.351 -0.45
H 2.012 1.206 1.873 0.19
H 2.067 -0.320 1.411 0.22
H 4.098 1.584 0.565 0.41
H 3.773 -0.087 -0.013 0.31
H 2.602 1.018 -1.656 0.42
H 1.383 0.899 -0.435 -0.52
H 2.765 3.277 -1.510 0.28
H 2.607 3.302 0.242 0.38
H 0.284 2.927 -1.720 0.50
H 0.756 4.432 -0.983 0.61
H 0.128 2.091 0.829 -0.03
H 0.286 3.801 1.158 0.40
H -3.467 2.018 -0.922 0.41
H -3.333 1.422 0.703 0.44
H -3.244 -0.529 0.036 0.36
C 2.202 4.051 3.668 -0.47
O 1.446 5.043 2.972 -0.49
H 2.823 3.540 2.937 0.13
H 2.849 4.507 4.422 0.34
H 1.543 3.322 4.147 0.22
H 0.897 5.492 3.618 0.27
C 0.150 -1.611 3.377 -0.64
O 0.263 -1.866 1.976 -0.38
H 1.153 -1.471 3.769 0.26
H -0.432 -0.703 3.560 0.21
H -0.322 -2.455 3.885 0.32
H -0.625 -1.981 1.627 0.26
C -6.310 0.273 -0.393 -0.54
O -5.117 -0.515 -0.301 -0.52
H -6.054 1.294 -0.122 0.29
H -6.698 0.252 -1.410 0.18
H -7.070 -0.096 0.298 0.27
H -5.341 -1.416 -0.548 0.24
C 5.335 -0.105 -2.370 -0.46
O 5.470 -0.379 -3.763 -0.55
H 6.330 0.051 -1.963 0.32
H 4.737 0.794 -2.209 0.29
H 4.872 -0.951 -1.857 0.15
H 4.590 -0.518 -4.119 0.29
C -1.708 4.316 4.325 -0.60
O -1.251 2.996 4.058 -0.45
H -1.341 4.597 5.310 0.28
H -1.315 5.013 3.578 0.21
H -2.799 4.371 4.324 0.31
H -1.572 2.762 3.184 0.25
C 7.288 -3.122 -1.709 -0.53
O 7.106 -2.774 -0.337 -0.51
H 6.307 -3.298 -2.143 0.24
H 7.773 -2.308 -2.251 0.23
H 7.890 -4.026 -1.806 0.26
H 7.976 -2.612 0.035 0.28
C 1.593 -2.789 -1.394 -0.41
O 0.740 -1.941 -2.153 -0.52
H 2.267 -3.282 -2.091 0.26
H 2.186 -2.218 -0.674 0.09
H 1.024 -3.552 -0.857 0.25
H 0.146 -1.488 -1.545 0.29
C -8.939 -2.079 -2.310 -0.51
O -8.046 -1.119 -2.883 -0.49
H -8.787 -2.082 -1.236 0.20
H -9.976 -1.815 -2.515 0.24
H -8.734 -3.080 -2.700 0.31
H -8.185 -1.114 -3.832 0.27
C 10.731 -4.797 -0.746 -0.55
O 10.460 -3.810 -1.738 -0.47
H 9.891 -4.802 -0.055 0.20
H 10.823 -5.791 -1.191 0.27
H 11.643 -4.564 -0.191 0.29
H 11.195 -3.802 -2.355 0.27
C -12.367 -2.328 -0.585 -0.58
O -11.192 -3.129 -0.495 -0.48
H -12.086 -1.310 -0.328 0.22
H -12.775 -2.335 -1.600 0.27
H -13.134 -2.669 0.114 0.29
H -11.434 -4.031 -0.718 0.28

---

46
Properties=species:S:1:pos:R:3:mulliken_charge:R:1 method="wB97M-V/def2-TZVPD" charge=+2 homo_ev=-15.032 total_energy_ev=-45937.86010
Bi 1.281 -0.553 -0.238 1.01
P -0.829 -1.314 -1.620 0.73
C -1.019 0.050 -2.851 -0.79
C -1.468 1.318 -2.176 0.42
N -0.816 1.583 -1.031 0.37
C -1.108 2.684 -0.336 0.25
C -2.095 3.594 -0.762 -0.86
C -2.771 3.326 -1.957 -0.50
C -2.447 2.179 -2.681 -0.92
C -0.352 2.907 0.959 -1.07
P 1.185 1.890 1.069 0.75
H -2.930 1.905 -3.625 0.48
H -2.304 4.473 -0.152 0.50
H -3.527 4.015 -2.328 0.45
H -0.079 3.969 1.061 0.59
H -0.981 2.622 1.820 0.46
H 0.044 0.226 -3.222 0.07
H -1.686 -0.276 -3.657 0.56
H 2.684 0.918 -2.493 0.37
O 1.839 0.677 -3.027 -0.62
H 2.150 0.145 -3.779 0.29
H 3.405 0.272 -0.830 0.12
O 3.799 1.017 -1.386 -0.65
H 4.747 0.794 -1.445 0.33
C 2.379 3.087 0.365 -1.32
H 2.484 3.929 1.065 0.46
H 3.353 2.609 0.189 0.39
H 1.997 3.458 -0.598 0.38
C 1.569 1.922 2.847 -1.24
H 2.433 1.276 3.051 0.37
H 1.806 2.949 3.158 0.43
H 0.704 1.555 3.415 0.41
C -2.385 -1.415 -0.705 -1.16
H -3.142 -1.852 -1.368 0.46
H -2.247 -2.051 0.179 0.39
H -2.718 -0.427 -0.375 0.33
C -0.804 -2.848 -2.576 -1.28
H -0.486 -3.672 -1.923 0.39
H -1.819 -3.039 -2.950 0.44
H -0.102 -2.756 -3.413 0.39
C 1.928 -2.070 2.524 -1.08
C 0.890 -1.997 1.452 0.48
O -0.147 -2.637 1.359 -0.43
H 2.136 -1.060 2.910 0.18
H 2.869 -2.470 2.113 0.33
H 1.587 -2.706 3.354 0.36